No. 1
This record from the Open Molecules 2025 dataset describes C7H14O4S in the gas phase. The level of theory is ωB97M-V with the def2-TZVPD basis set.

The geometry in XYZ format:
```
26
Properties=species:S:1:pos:R:3:forces:R:3
C -2.053 0.281 -1.556 0.0 -0.1 -0.1
C -1.010 -0.830 -1.448 0.0 0.0 0.0
C 0.445 -0.347 -1.360 -0.2 -0.1 0.2
C 0.729 0.790 -0.372 0.0 -0.1 0.1
C 2.114 1.393 -0.610 0.0 0.0 0.1
C 0.606 0.434 1.121 0.1 0.0 0.0
C 1.030 -0.980 1.585 0.2 0.1 0.1
O -0.110 -1.602 2.178 0.0 -0.2 -0.2
S -1.345 -0.633 2.380 0.0 0.0 0.0
O -1.445 -0.276 3.749 0.0 0.0 0.0
O -2.470 -1.163 1.696 0.0 0.0 0.1
O -0.763 0.580 1.549 -0.1 0.1 -0.1
H -2.998 -0.126 -1.916 0.0 0.0 0.0
H -2.255 0.742 -0.592 0.1 0.1 0.0
H -1.742 1.056 -2.262 0.0 0.0 0.0
H -1.255 -1.476 -0.602 0.0 0.1 0.0
H -1.090 -1.460 -2.337 0.1 -0.1 0.0
H 0.770 -0.025 -2.353 0.0 0.1 0.0
H 1.082 -1.200 -1.113 0.1 0.0 -0.1
H -0.012 1.578 -0.522 0.0 0.0 -0.1
H 2.231 2.326 -0.057 0.0 0.0 0.0
H 2.909 0.715 -0.287 0.0 0.0 -0.1
H 2.258 1.604 -1.669 0.0 0.0 0.0
H 1.190 1.163 1.684 -0.1 0.1 0.0
H 1.368 -1.619 0.775 -0.1 0.0 -0.1
H 1.814 -0.927 2.339 0.0 0.0 0.0
```
Positions in Å, forces in eV/Å.

Output
Relative energy (zero: lowest compared OMol25 entry of this formula, charge and spin) ... 7.2 kcal/mol
Lowest unoccupied orbital energy ... 0.650 eV
Orbital gap ... 11.65 eV
E_tot ... -26510.7233 eV

Mulliken analysis output, partial charges in e: number 1, C, carries -1.263; number 2, C, carries -0.325; number 3, C, carries -1.011; number 4, C, carries 0.630; number 5, C, carries -1.748; number 6, C, carries -0.032; number 7, C, carries -0.484; number 8, O, carries -0.370; number 9, S, carries 1.140; number 10, O, carries -0.571; number 11, O, carries -0.520; number 12, O, carries -0.393; number 13, H, carries 0.399; number 14, H, carries 0.255; number 15, H, carries 0.326; number 16, H, carries 0.218; number 17, H, carries 0.449; number 18, H, carries 0.453; number 19, H, carries 0.213; number 20, H, carries 0.298; number 21, H, carries 0.437; number 22, H, carries 0.324; number 23, H, carries 0.438; number 24, H, carries 0.535; number 25, H, carries 0.294; number 26, H, carries 0.309

No. 2
This record from the Open Molecules 2025 dataset describes a molecular structure, C37H68As3BrOSbW. The level of theory is ωB97M-V with the def2-TZVPD basis set.

The geometry in XYZ format:
```
112
Properties=species:S:1:pos:R:3:forces:R:3
W 2.194 0.128 0.306 -0.2 -0.6 0.2
C 4.721 2.496 -0.150 0.0 0.0 0.0
C 4.275 1.135 0.308 0.2 0.1 0.0
C 4.251 0.045 -0.639 0.2 0.0 0.0
C 4.247 -1.279 -0.143 -0.2 0.1 -0.1
C 4.725 -2.421 -0.963 -0.1 0.1 0.0
C 3.662 -1.470 1.118 0.1 -0.1 0.1
C 3.556 -0.403 2.078 0.2 0.0 0.1
C 3.276 -0.709 3.525 -0.1 0.0 0.0
C 4.086 0.837 1.660 -0.1 0.0 0.0
H 4.290 3.295 0.454 0.0 0.0 0.0
H 4.455 2.666 -1.194 0.0 0.0 0.0
H 5.807 2.566 -0.070 0.0 0.0 0.0
H 4.556 0.243 -1.658 -0.1 0.0 0.0
H 4.035 -3.258 -0.954 -0.1 -0.1 0.0
H 5.654 -2.761 -0.495 0.0 0.0 0.0
H 4.939 -2.135 -1.989 0.0 0.0 0.0
H 3.440 -2.478 1.450 -0.1 0.1 -0.1
H 2.507 -0.051 3.937 0.1 0.0 0.0
H 4.181 -0.589 4.123 0.0 0.0 0.0
H 2.935 -1.736 3.641 0.0 0.0 0.0
H 4.239 1.618 2.388 -0.1 0.0 0.0
C -2.999 4.335 0.149 0.0 0.0 0.0
As -2.174 2.571 0.312 0.1 0.0 0.0
C -3.685 1.529 -0.350 0.0 0.0 0.0
C -2.515 2.195 2.232 -0.1 -0.1 -0.1
C -1.477 2.649 3.255 0.0 0.1 0.1
C -1.250 4.163 3.174 0.0 0.0 0.0
C -0.146 1.875 3.182 0.2 0.0 0.1
As 1.347 2.221 1.881 -0.1 0.1 0.1
C 1.163 3.924 0.979 0.0 0.1 0.0
C 2.546 2.951 3.245 0.0 0.0 0.0
C -2.067 2.445 4.689 0.0 0.1 -0.1
As -2.776 0.732 5.253 0.0 0.0 0.2
C -1.601 -0.784 5.131 0.0 0.0 -0.2
C -4.522 0.305 4.582 0.1 0.0 -0.1
H -3.925 4.396 0.721 0.0 0.0 0.0
H -3.232 4.494 -0.904 0.0 0.0 0.0
H -2.324 5.127 0.468 0.0 0.0 0.0
H -3.454 0.465 -0.327 0.0 0.0 0.0
H -4.582 1.726 0.238 0.0 0.0 0.0
H -3.879 1.813 -1.385 0.0 0.0 0.0
H -2.645 1.108 2.286 0.0 0.0 0.0
H -3.484 2.646 2.467 0.0 0.0 0.0
H -0.943 4.464 2.177 0.0 0.0 0.0
H -0.490 4.493 3.885 0.0 0.0 0.0
H -2.170 4.704 3.396 0.0 0.0 0.0
H -0.340 0.804 3.152 0.0 0.0 0.0
H 0.386 2.053 4.122 0.0 0.0 -0.1
H 1.102 4.722 1.716 0.0 0.0 0.0
H 0.316 3.949 0.305 0.0 0.0 0.0
H 2.083 4.051 0.409 0.0 0.0 0.0
H 1.967 3.713 3.768 0.0 0.0 0.0
H 3.401 3.440 2.782 0.0 0.0 0.0
H 2.880 2.204 3.962 0.0 0.0 0.0
H -2.930 3.106 4.810 0.0 0.0 0.0
H -1.341 2.732 5.453 0.0 0.0 0.0
H -0.593 -0.496 5.413 0.0 0.0 0.0
H -1.633 -1.143 4.100 0.1 0.0 0.0
H -1.963 -1.567 5.795 0.0 0.0 0.0
H -5.135 1.202 4.561 0.0 0.0 0.0
H -4.977 -0.446 5.224 0.0 0.0 0.0
H -4.394 -0.096 3.576 -0.1 0.0 0.0
C -3.735 -4.715 -2.017 0.0 0.0 0.0
C -3.644 -3.202 -2.257 0.0 0.1 0.0
C -3.906 -2.898 -3.739 0.0 0.0 0.0
C -4.716 -2.499 -1.423 0.0 0.0 0.0
C -2.244 -2.736 -1.873 -0.1 0.0 0.1
C -1.986 -2.012 -0.723 0.0 0.0 -0.1
C -0.676 -1.625 -0.501 0.0 -0.1 -0.1
Br -0.265 -0.625 1.065 0.2 0.0 0.1
C 0.422 -1.901 -1.295 0.1 0.0 0.0
O 1.615 -1.326 -1.010 -0.3 -0.1 -0.2
C 0.182 -2.777 -2.393 0.0 0.1 0.2
C -1.142 -3.105 -2.651 0.0 0.0 0.0
C 1.291 -3.498 -3.159 0.0 0.0 0.0
C 1.893 -4.499 -2.158 0.0 0.0 0.0
C 0.749 -4.298 -4.347 0.0 0.0 0.0
C 2.357 -2.554 -3.715 0.0 0.0 0.0
H -4.718 -5.083 -2.308 0.0 0.0 0.0
H -3.579 -4.958 -0.965 0.0 0.0 0.0
H -2.991 -5.256 -2.602 0.0 0.0 0.0
H -4.940 -3.137 -3.985 0.0 0.0 0.0
H -3.277 -3.491 -4.401 0.0 0.0 0.0
H -3.742 -1.843 -3.966 0.0 0.0 0.0
H -5.703 -2.813 -1.760 0.0 0.0 0.0
H -4.660 -1.413 -1.526 0.0 0.0 0.0
H -4.648 -2.758 -0.364 0.0 0.0 0.0
H -2.769 -1.746 -0.031 0.0 0.0 0.0
H -1.335 -3.730 -3.509 0.0 0.0 0.0
H 1.158 -5.258 -1.892 0.0 0.0 0.0
H 2.194 -4.003 -1.235 0.0 0.0 0.0
H 2.756 -5.005 -2.591 0.0 0.0 0.0
H 0.057 -5.081 -4.042 0.0 0.0 0.0
H 1.585 -4.789 -4.846 0.0 0.0 0.0
H 0.257 -3.660 -5.082 0.0 0.0 0.0
H 2.820 -1.962 -2.935 0.1 0.1 0.1
H 1.926 -1.886 -4.463 0.0 0.0 0.0
H 3.133 -3.137 -4.213 0.0 0.0 0.0
C -0.578 0.808 -2.850 0.0 0.0 0.0
Sb 1.172 1.522 -1.901 0.3 0.2 -0.3
C 0.968 3.613 -2.219 -0.1 0.0 0.0
C 2.558 1.236 -3.475 0.0 0.0 0.0
H -0.719 1.454 -3.715 -0.1 0.0 0.0
H -1.446 0.857 -2.199 0.0 0.0 0.0
H -0.420 -0.218 -3.175 0.0 0.0 0.0
H 0.971 3.742 -3.299 0.0 0.0 -0.1
H 1.798 4.171 -1.798 0.0 0.0 0.0
H 0.028 3.985 -1.822 0.0 0.0 0.0
H 2.091 1.554 -4.406 0.0 0.0 0.0
H 2.838 0.191 -3.544 0.0 -0.1 -0.1
H 3.445 1.847 -3.307 0.0 0.0 0.0
```
Positions in Å, forces in eV/Å.

Output
Lowest unoccupied orbital energy (spin up / spin down) ... -8.014 / -10.137 eV
Multiplicity ... 3
Net charge ... +3
⟨S²⟩ ... 2.01
Orbital gap (spin up / spin down) ... 6.86 / 4.80 eV
E_tot ... -302415.7069 eV

Results of the Mulliken charge analysis, in e, for atoms 1 through 99: number 1, W, carries 0.119; number 2, C, carries -1.321; number 3, C, carries 0.637; number 4, C, carries -0.528; number 5, C, carries 0.741; number 6, C, carries -1.502; number 7, C, carries -0.714; number 8, C, carries 1.020; number 9, C, carries -1.584; number 10, C, carries -1.532; number 11, H, carries 0.246; number 12, H, carries 0.287; number 13, H, carries 0.352; number 14, H, carries 0.881; number 15, H, carries 0.277; number 16, H, carries 0.420; number 17, H, carries 0.430; number 18, H, carries 0.619; number 19, H, carries 0.154; number 20, H, carries 0.335; number 21, H, carries 0.455; number 22, H, carries 1.160; number 23, C, carries -1.413; number 24, As, carries 0.513; number 25, C, carries -0.800; number 26, C, carries -1.710; number 27, C, carries 2.095; number 28, C, carries -1.804; number 29, C, carries -1.614; number 30, As, carries 1.384; number 31, C, carries -0.781; number 32, C, carries -1.873; number 33, C, carries -1.750; number 34, As, carries 0.569; number 35, C, carries -0.789; number 36, C, carries -0.934; number 37, H, carries 0.413; number 38, H, carries 0.466; number 39, H, carries 0.379; number 40, H, carries -0.158; number 41, H, carries 0.595; number 42, H, carries 0.491; number 43, H, carries 0.197; number 44, H, carries 0.828; number 45, H, carries -0.040; number 46, H, carries 0.410; number 47, H, carries 0.515; number 48, H, carries -0.218; number 49, H, carries 1.009; number 50, H, carries 0.620; number 51, H, carries -0.226; number 52, H, carries 0.233; number 53, H, carries 0.524; number 54, H, carries 0.542; number 55, H, carries 0.420; number 56, H, carries 0.629; number 57, H, carries 0.588; number 58, H, carries 0.330; number 59, H, carries 0.163; number 60, H, carries 0.450; number 61, H, carries 0.381; number 62, H, carries 0.427; number 63, H, carries 0.271; number 64, C, carries -1.583; number 65, C, carries 1.855; number 66, C, carries -1.640; number 67, C, carries -1.866; number 68, C, carries -0.371; number 69, C, carries -0.861; number 70, C, carries 0.691; number 71, Br, carries 0.132; number 72, C, carries -0.180; number 73, O, carries 0.242; number 74, C, carries -0.993; number 75, C, carries -0.347; number 76, C, carries 2.206; number 77, C, carries -1.407; number 78, C, carries -2.342; number 79, C, carries -0.933; number 80, H, carries 0.462; number 81, H, carries 0.347; number 82, H, carries 0.331; number 83, H, carries 0.469; number 84, H, carries 0.358; number 85, H, carries 0.345; number 86, H, carries 0.475; number 87, H, carries 0.293; number 88, H, carries 0.335; number 89, H, carries 0.806; number 90, H, carries 0.434; number 91, H, carries 0.371; number 92, H, carries 0.086; number 93, H, carries 0.467; number 94, H, carries 0.479; number 95, H, carries 0.466; number 96, H, carries 0.458; number 97, H, carries -0.552; number 98, H, carries 0.390; number 99, H, carries 0.574

No. 3
This record from the Open Molecules 2025 dataset describes a molecular structure, BH20NiO8 in a non-equilibrium geometry. The level of theory is ωB97M-V with the def2-TZVPD basis set.

The geometry in XYZ format:
```
30
Properties=species:S:1:pos:R:3:forces:R:3
Ni 0.617 -0.797 -1.308 0.8 -0.3 0.0
B -0.563 0.500 0.080 0.5 -0.1 0.2
H -1.314 1.188 0.434 -1.9 2.1 1.3
H -1.035 -0.361 -0.368 -2.3 -3.3 -1.0
H -0.103 1.005 -0.755 2.0 2.4 -3.1
H 0.154 0.240 0.844 2.7 -0.9 2.6
O 2.163 -1.647 -0.154 -0.5 0.0 -1.7
H 2.197 -1.409 0.772 0.0 0.9 1.4
H 2.539 -2.527 -0.190 0.0 -0.4 -0.4
O -3.447 0.544 0.588 -1.1 0.0 -0.1
H -3.461 -0.363 0.893 -0.1 -0.1 0.2
H -2.554 0.676 0.269 -0.2 -0.1 0.1
O 2.607 -0.636 2.304 -0.1 -0.2 -0.2
H 2.209 0.200 2.548 -0.3 0.2 0.0
H 3.493 -0.593 2.662 0.3 -0.1 0.1
O -0.439 -2.527 -1.047 0.7 0.4 -0.1
H -0.856 -3.125 -1.668 0.0 -0.1 -0.6
H -0.917 -2.659 -0.228 -0.1 0.4 0.7
O -0.839 -0.152 3.071 0.1 -0.3 0.2
H -0.436 0.401 2.402 -0.1 0.2 -0.3
H -0.481 0.171 3.898 -0.1 0.0 0.4
O 1.948 0.634 -1.857 -0.6 -0.6 0.1
H 1.686 1.515 -2.123 -0.6 0.4 0.1
H 2.886 0.596 -2.046 0.5 -0.6 0.1
O -0.920 3.621 -0.025 0.2 0.5 -0.3
H -1.141 2.705 -0.194 -0.1 -0.1 0.1
H -0.918 3.696 0.929 -0.1 0.1 0.2
O -0.691 -0.325 -3.042 0.6 -0.6 0.0
H -1.228 -1.041 -3.381 -0.2 -0.3 -0.2
H -1.154 0.469 -3.309 -0.1 0.6 0.2
```
Positions in Å, forces in eV/Å.

Output
Relative energy (zero: lowest compared OMol25 entry of this formula, charge and spin) ... 0.0 kcal/mol
Lowest unoccupied orbital energy ... -6.848 eV
Net charge ... +1
Orbital gap ... 6.05 eV
E_tot ... -58413.2401 eV

Mulliken analysis output, partial charges in e: number 1, Ni, carries 0.405; number 2, B, carries 0.860; number 3, H, carries -0.394; number 4, H, carries -0.077; number 5, H, carries -0.038; number 6, H, carries -0.599; number 7, O, carries -0.482; number 8, H, carries 0.393; number 9, H, carries 0.346; number 10, O, carries -0.678; number 11, H, carries 0.303; number 12, H, carries 0.514; number 13, O, carries -0.635; number 14, H, carries 0.287; number 15, H, carries 0.303; number 16, O, carries -0.428; number 17, H, carries 0.312; number 18, H, carries 0.324; number 19, O, carries -0.583; number 20, H, carries 0.206; number 21, H, carries 0.308; number 22, O, carries -0.418; number 23, H, carries 0.317; number 24, H, carries 0.299; number 25, O, carries -0.659; number 26, H, carries 0.399; number 27, H, carries 0.316; number 28, O, carries -0.496; number 29, H, carries 0.276; number 30, H, carries 0.321

The highest E_tot belongs to which entry?
C7H14O4S